The following is a DFT calculation (ωB97M-V/def2-TZVPD) of 6 unconnected molecules or ions with the total composition C24H62ClN4O13 at a distorted geometry.

ΔE to the lowest compared entry with this formula, charge and spin: 92.7 kJ/mol
frontier orbital gap: 8.58 eV
net charge: -1
HOMO: -6.20 eV

CARTESIAN COORDINATES (ANGSTROEM)
Cl1 -1.4491 -1.2992 0.7333
O1 -0.8399 -1.0517 2.0416
O2 -1.5588 -2.7409 0.6856
O3 -2.7034 -0.6528 0.5719
O4 -0.5117 -1.1185 -0.3690
C1 6.1998 -7.2115 1.4878
O5 5.0807 -7.1722 0.5528
C2 5.5154 -6.7719 -0.7278
C3 5.7865 -5.2512 -0.9151
N1 4.5383 -4.5270 -0.8604
C4 4.7142 -3.2652 -0.1167
C5 3.5007 -2.2915 -0.1510
O6 3.8220 -1.2551 0.7340
C6 3.0430 -0.0936 0.5087
H1 6.3344 -6.2029 1.8784
H2 7.0843 -7.5290 0.9371
H3 5.9382 -7.8892 2.2951
H4 4.7538 -7.0855 -1.4457
H5 6.4033 -7.3013 -1.0960
H6 6.2764 -5.1817 -1.8891
H7 6.4739 -4.9536 -0.1170
H8 3.7368 -5.0067 -0.4753
H9 5.4264 -2.6236 -0.6410
H10 5.0630 -3.4958 0.8930
H11 2.5663 -2.7990 0.1077
H12 3.4501 -1.9161 -1.1789
H13 3.1278 0.1302 -0.5578
H14 3.3936 0.7089 1.1564
H15 2.0151 -0.2834 0.8287
C7 -0.7057 3.1942 -1.7576
O7 0.6482 2.9911 -2.1545
C8 0.8743 1.6743 -2.6367
C9 -0.0534 1.1626 -3.7820
N2 -0.1955 -0.2983 -3.7612
C10 0.9936 -0.9500 -4.3312
C11 1.2963 -2.3350 -3.7886
O8 2.2836 -3.0148 -4.5359
C12 3.6148 -2.7549 -4.1228
H16 -1.4428 3.0650 -2.5457
H17 -0.8749 4.1502 -1.2628
H18 -0.9263 2.4802 -0.9541
H19 0.7592 1.0490 -1.7392
H20 1.9313 1.5883 -2.8890
H21 0.4822 1.4762 -4.6801
H22 -1.0794 1.5169 -3.7963
H23 -0.2871 -0.6142 -2.7972
H24 1.8811 -0.3248 -4.1750
H25 0.7995 -0.9841 -5.4073
H26 0.4206 -2.9913 -3.7835
H27 1.3847 -2.2070 -2.6997
H28 3.8005 -1.7346 -3.7777
H29 4.2231 -3.0517 -4.9755
H30 3.8330 -3.3854 -3.2528
C13 1.6183 8.0570 6.2566
O9 0.7499 7.2035 5.5134
C14 1.0738 7.1665 4.1618
C15 -0.1581 6.6277 3.4182
N3 -0.3490 5.1670 3.3157
C16 -1.0144 4.6436 4.5325
C17 -1.3579 3.2036 4.2642
O10 -2.4081 3.2103 3.2762
C18 -2.4560 1.9421 2.6288
H31 1.3562 8.1508 7.3067
H32 1.6669 9.0661 5.8359
H33 2.6326 7.6585 6.1516
H34 1.9442 6.5379 3.9277
H35 1.3475 8.0905 3.6367
H36 -0.0515 6.8989 2.3618
H37 -1.0953 7.0699 3.7718
H38 -1.0574 5.0382 2.5982
H39 -1.8871 5.2191 4.8553
H40 -0.2061 4.7455 5.2611
H41 -1.8173 2.8277 5.1887
H42 -0.5422 2.5350 3.9971
H43 -1.5328 1.5924 2.1570
H44 -3.0991 2.0525 1.7578
H45 -2.8090 1.1664 3.3095
C19 -0.3069 -6.2671 -0.8752
C20 -0.7520 -5.8421 -2.2734
O11 -2.0046 -5.1229 -2.1859
O12 0.1250 -5.2306 -0.0484
H46 0.4890 -6.9882 -1.0716
H47 -1.1929 -6.7760 -0.4813
H48 -0.9199 -6.6519 -2.9956
H49 -0.0358 -5.2487 -2.8555
H50 -2.0973 -4.7388 -3.0631
H51 -0.4003 -4.4326 -0.2163
C21 -6.7235 0.1082 -0.5376
C22 -6.1258 1.4954 -0.7711
C23 -7.2408 2.4939 -0.4048
O13 -7.0324 3.6534 -1.2434
C24 -7.7743 4.7305 -0.7324
N4 -4.9589 1.6195 0.0421
H52 -6.8838 -0.2036 0.4980
H53 -5.8980 -0.5805 -0.7685
H54 -7.5665 -0.2444 -1.1285
H55 -5.8640 1.5904 -1.8292
H56 -7.2415 2.7423 0.6583
H57 -8.2385 2.1578 -0.7057
H58 -8.8618 4.6025 -0.8175
H59 -7.6072 5.6861 -1.2342
H60 -7.5221 4.8742 0.3227
H61 -4.3172 2.3771 -0.1294
H62 -4.4371 0.7543 0.0982

Force components x, y, z for each atom (eV/Å):
Cl 3.1 -4.5 0.7
O -0.5 1.6 -1.0
O -1.9 -0.8 0.4
O -0.5 1.0 -0.2
O -0.1 2.7 -0.1
C -1.3 0.5 -0.9
O 1.2 -0.2 0.3
C 0.0 0.5 -0.9
C -1.0 -2.0 0.5
N 0.0 1.8 0.0
C -0.7 0.5 -0.9
C 0.6 -1.3 0.2
O 0.3 0.2 0.3
C -0.3 -0.6 0.4
H 0.3 0.0 0.2
H 0.2 -0.1 0.3
H 0.0 -0.1 0.0
H -0.3 0.2 0.2
H 0.3 -0.2 0.6
H 0.1 0.4 0.0
H 0.2 0.2 -0.1
H 0.3 -0.5 0.1
H 0.7 -0.5 0.2
H -0.1 0.4 0.2
H -0.2 0.2 0.0
H -0.3 0.0 -0.1
H -0.3 0.5 0.1
H 0.4 0.0 -0.3
H -0.2 0.0 -0.5
C 0.2 -0.7 1.1
O -0.5 1.0 -0.9
C -0.9 -0.4 1.3
C 0.8 -0.4 0.4
N 0.8 -0.5 0.2
C -0.3 0.3 -0.7
C -1.5 -0.1 0.4
O -0.1 0.7 0.5
C -0.2 -0.8 0.5
H 0.1 0.1 -0.2
H 0.6 0.3 -0.4
H -0.2 -0.3 -0.2
H -0.3 -0.5 -0.2
H -0.1 0.3 -0.3
H -0.6 -0.2 -0.4
H 0.2 0.7 0.2
H -0.3 0.2 0.1
H 0.2 -0.1 -0.1
H 0.4 -0.2 -0.1
H -0.2 0.2 -0.6
H 1.2 -0.3 0.1
H -0.1 0.2 -0.5
H 0.3 0.3 0.2
H 0.2 -0.1 -0.1
C 0.6 -0.3 -0.8
O 0.3 1.2 1.2
C -0.8 -1.2 -1.6
C 0.1 -0.6 -1.4
N -0.8 0.6 0.8
C 2.2 -0.2 -0.8
C -1.9 0.3 0.9
O 1.4 -0.5 -0.1
C -0.4 0.1 -0.8
H -0.3 -0.4 -0.1
H -0.3 0.1 -0.1
H 0.1 0.0 0.4
H -0.1 -0.4 0.4
H -0.3 0.7 0.9
H 0.1 0.5 0.1
H 0.2 0.5 0.3
H 0.3 -0.1 -0.3
H -0.1 0.0 -0.1
H -0.5 -0.3 0.6
H 0.2 -0.4 0.1
H 0.2 0.3 -0.3
H 0.5 0.3 0.6
H -0.5 -0.1 0.4
H -0.1 -0.1 -0.1
C -0.7 0.0 -1.6
C -0.6 0.5 -0.9
O 0.7 -0.2 -0.1
O 0.4 0.1 -0.2
H 0.2 0.0 0.6
H 0.1 -0.2 0.4
H 0.1 -0.8 0.7
H 0.4 0.4 0.7
H -0.4 0.3 0.2
H -0.2 0.0 0.3
C 1.7 -1.7 0.1
C -1.7 -0.3 0.3
C 0.6 0.5 -1.8
O 0.0 0.6 0.7
C -0.3 0.5 0.3
N 0.4 -0.2 1.1
H -0.3 0.8 0.2
H -0.2 -0.2 -0.3
H -0.1 0.6 -0.2
H -0.5 0.1 -0.2
H 0.2 0.0 0.0
H 0.0 -0.5 0.3
H 0.0 -0.5 0.1
H 0.6 -0.3 -0.3
H -0.1 0.1 0.1
H -0.3 0.1 -0.4
H 0.1 0.1 0.0

These are the Mulliken partial charges, in e, on atoms 1 to 99: 1.56 -0.69 -0.81 -0.68 -0.55 -0.69 -0.36 -0.83 -0.32 -0.10 -1.03 0.39 -0.45 -0.43 0.23 0.34 0.24 0.39 0.42 0.28 0.25 0.23 0.26 0.41 0.37 -0.28 0.22 0.30 0.15 -0.76 -0.49 0.01 -0.76 -0.38 -0.10 -0.12 -0.47 -0.43 0.29 0.36 0.27 0.05 0.30 0.36 0.47 0.17 0.25 0.16 0.26 -0.02 0.24 0.27 0.07 -0.79 -0.24 -0.62 -0.78 -0.42 -0.52 -0.64 -0.36 -0.27 0.23 0.31 0.32 0.36 0.44 0.47 0.37 0.23 0.32 0.38 0.35 0.41 0.25 -0.07 0.32 -0.42 -0.25 -0.51 -0.41 0.34 0.26 0.41 0.03 0.31 0.30 -1.60 0.58 -0.81 -0.32 -0.74 -0.38 0.37 0.43 0.42 0.23 0.40 0.39



The following is a DFT calculation (ωB97M-V/def2-TZVPD) of a molecular structure, C71H69Cl5MoN3O5Si at a distorted geometry.

frontier orbital gap (alpha / beta): 7.47 / 7.48 eV
net charge: -1
HOMO (alpha / beta): -5.19 / -5.21 eV
spin multiplicity: 3

CARTESIAN COORDINATES (ANGSTROEM)
Mo1 0.9102 0.2782 0.4895
C1 1.2347 -0.4328 5.9836
C2 0.6439 -0.1889 4.5952
C3 -0.6764 0.5489 4.6081
C4 -1.6280 0.2599 5.5765
C5 -2.8156 0.9712 5.6500
C6 -3.0181 2.0403 4.7963
C7 -2.0830 2.3705 3.8172
C8 -2.2229 3.6602 3.0436
C9 -3.6267 3.9838 2.5380
C10 -0.9520 1.5599 3.6692
N1 0.0086 1.7189 2.6291
C11 0.9247 2.5900 2.7937
C12 2.2030 2.3883 2.1904
C13 3.3821 3.0114 2.5677
C14 4.4239 2.1383 2.2286
C15 3.8330 1.0240 1.6553
N2 2.4853 1.1421 1.6128
H1 2.2345 -0.8606 5.8866
H2 0.6340 -1.1312 6.5700
H3 1.3127 0.5002 6.5469
H4 0.5035 -1.1407 4.0944
H5 1.3690 0.3561 3.9961
H6 -1.4349 -0.5322 6.2880
H7 -3.5600 0.7152 6.3942
H8 -3.9111 2.6454 4.9031
H9 -1.5382 3.6453 2.2003
H10 -1.8873 4.4743 3.6962
H11 -3.9894 3.2027 1.8673
H12 -3.6092 4.9189 1.9753
H13 -4.3399 4.0979 3.3567
H14 0.8285 3.3935 3.5310
H15 3.4537 3.9616 3.0767
H16 5.4818 2.2832 2.3837
H17 4.3295 0.1368 1.3170
C16 -5.9267 0.2169 -0.3267
C17 -4.7313 0.2391 0.6060
C18 -5.1721 0.4457 2.0519
O1 -3.8730 1.2814 0.2279
C19 -2.5223 0.8749 0.4313
C20 -2.5761 -0.6658 0.2904
O2 -3.9778 -0.9549 0.4241
C21 -1.6410 -1.5730 1.1652
O3 -0.4510 -0.8776 1.4272
C22 -1.4534 -2.9069 0.3821
C23 -2.5280 -3.4988 -0.2781
C24 -2.3848 -4.7299 -0.9060
C25 -1.1714 -5.4013 -0.8706
C26 -0.1013 -4.8281 -0.1957
C27 -0.2461 -3.5947 0.4223
C28 -2.1528 -2.1113 2.5334
C29 -1.1958 -2.7811 3.3017
C30 -1.5126 -3.3777 4.5074
C31 -2.8172 -3.3356 4.9879
C32 -3.7854 -2.7127 4.2223
C33 -3.4591 -2.1196 3.0041
C34 -1.6777 1.6766 -0.5875
O4 -0.3081 1.4546 -0.3727
C35 -1.9921 1.3854 -2.0817
C36 -1.3249 2.1698 -3.0267
C37 -1.6022 2.0777 -4.3775
C38 -2.5687 1.1879 -4.8306
C39 -3.2211 0.3850 -3.9147
C40 -2.9376 0.4823 -2.5543
C41 -1.9705 3.1914 -0.3716
C42 -3.1606 3.7686 -0.8188
C43 -3.3590 5.1371 -0.7410
C44 -2.3681 5.9644 -0.2231
C45 -1.1854 5.4017 0.2264
C46 -0.9924 4.0257 0.1498
H18 -6.4350 1.1811 -0.2856
H19 -6.6192 -0.5651 -0.0129
H20 -5.6110 0.0233 -1.3501
H21 -5.6988 1.3996 2.1105
H22 -4.3167 0.4781 2.7272
H23 -5.8523 -0.3486 2.3663
H24 -2.1847 1.1525 1.4332
H25 -2.2911 -0.9295 -0.7235
H26 -3.4870 -2.9971 -0.3042
H27 -3.2304 -5.1716 -1.4214
H28 -1.0639 -6.3645 -1.3551
H29 0.8542 -5.3390 -0.1545
H30 0.5932 -3.1476 0.9379
H31 -0.1854 -2.8628 2.9270
H32 -0.7397 -3.8880 5.0717
H33 -3.0713 -3.7991 5.9339
H34 -4.8160 -2.6926 4.5589
H35 -4.2475 -1.7087 2.4075
H36 -0.5949 2.8931 -2.6880
H37 -1.0692 2.7080 -5.0799
H38 -2.8010 1.1205 -5.8863
H39 -3.9601 -0.3334 -4.2507
H40 -3.4894 -0.1535 -1.8839
H41 -3.9283 3.1396 -1.2481
H42 -4.2876 5.5661 -1.0989
H43 -2.5182 7.0369 -0.1813
H44 -0.4033 6.0316 0.6351
H45 -0.0720 3.5921 0.5015
Cl1 6.6076 -5.4248 2.4538
C47 5.6297 -4.2479 1.6471
C48 4.5010 -3.7196 2.2637
Cl2 4.0860 -4.2120 3.8685
C49 3.7110 -2.7990 1.5991
Cl3 2.3467 -2.0935 2.3788
C50 3.9653 -2.3349 0.2755
O5 3.1825 -1.5257 -0.3117
C51 5.1775 -2.8495 -0.2834
Cl4 5.6806 -2.2457 -1.8202
C52 5.9611 -3.7887 0.3719
Cl5 7.3783 -4.4117 -0.3971
C53 0.6518 -1.0294 -1.2094
Si1 1.7129 -0.8569 -2.7150
C54 2.2787 0.9422 -2.8381
N3 2.7923 1.5474 -1.5887
C55 2.4437 2.9729 -1.5354
C56 3.0392 3.8165 -2.6637
C57 4.5424 3.5305 -2.8471
C58 5.0548 2.6957 -1.6770
C59 4.2793 1.3863 -1.5628
C60 0.5759 -1.0108 -4.2513
C61 -0.3788 -2.0342 -4.2813
C62 -1.1118 -2.3129 -5.4260
C63 -0.9037 -1.5723 -6.5841
C64 0.0281 -0.5450 -6.5780
C65 0.7494 -0.2674 -5.4213
C66 2.7765 -2.3766 -3.0741
C67 2.8446 -3.4330 -2.1661
C68 3.4910 -4.6210 -2.4884
C69 4.0890 -4.7720 -3.7307
C70 4.0288 -3.7321 -4.6515
C71 3.3716 -2.5555 -4.3265
H46 0.7061 -2.0666 -0.8920
H47 -0.3703 -0.8650 -1.5663
H48 1.3404 1.4270 -3.1250
H49 2.9927 1.1184 -3.6539
H50 2.7762 3.3564 -0.5684
H51 1.3683 3.0515 -1.5502
H52 2.8680 4.8681 -2.4185
H53 2.4987 3.6218 -3.5937
H54 5.1071 4.4611 -2.9335
H55 4.7088 2.9724 -3.7735
H56 4.9776 3.2636 -0.7458
H57 6.1101 2.4445 -1.8072
H58 4.5770 0.8595 -0.6692
H59 4.5602 0.7448 -2.3957
H60 -0.5330 -2.6432 -3.3926
H61 -1.8392 -3.1171 -5.4191
H62 -1.4707 -1.7926 -7.4813
H63 0.1943 0.0437 -7.4737
H64 1.4816 0.5359 -5.4451
H65 2.3941 -3.3255 -1.1869
H66 3.5344 -5.4263 -1.7633
H67 4.5976 -5.6956 -3.9810
H68 4.4875 -3.8445 -5.6273
H69 3.3197 -1.7612 -5.0651

Force components x, y, z for each atom (eV/Å):
Mo -1.1 -1.5 0.0
C 0.0 0.0 0.0
C 0.0 0.1 0.1
C 0.0 -0.1 -0.1
C 0.0 0.0 0.0
C 0.0 0.0 0.0
C 0.0 0.0 0.0
C -0.1 0.1 0.0
C -0.1 -0.1 0.0
C 0.0 0.0 0.0
C -0.1 0.1 0.1
N 0.0 -0.1 0.1
C 0.0 0.0 0.1
C 0.1 -0.1 0.0
C 0.0 0.0 0.0
C 0.1 0.0 -0.1
C 0.0 0.0 0.0
N 0.1 0.6 -0.1
H 0.0 0.0 0.0
H 0.0 0.0 0.0
H 0.0 0.0 0.0
H 0.0 -0.1 -0.1
H 0.0 0.0 0.0
H 0.0 0.0 0.0
H 0.0 0.0 0.0
H 0.0 0.0 0.0
H -0.1 0.0 0.3
H 0.0 0.0 0.0
H 0.0 0.0 0.1
H 0.0 -0.1 0.1
H 0.0 0.0 0.0
H 0.1 0.0 0.0
H 0.0 0.0 0.0
H 0.0 0.0 0.0
H 0.0 -0.2 -0.2
C 0.0 0.0 0.0
C 0.0 0.0 0.1
C 0.0 0.0 0.0
O 0.1 0.0 -0.1
C 0.1 -0.1 0.1
C 0.0 0.0 0.1
O 0.0 -0.1 -0.1
C -0.2 -0.2 0.1
O 0.5 0.2 -0.5
C 0.1 0.1 0.0
C 0.0 0.1 -0.1
C 0.0 0.0 0.0
C 0.0 0.0 0.0
C 0.0 0.0 0.0
C 0.0 -0.1 0.1
C 0.1 0.1 0.0
C 0.1 0.0 0.0
C 0.0 0.0 0.1
C 0.0 0.0 0.0
C 0.0 0.0 0.0
C 0.0 -0.1 0.0
C -0.1 0.1 -0.1
O 0.1 0.3 -0.1
C 0.0 0.1 0.1
C 0.0 0.0 0.1
C 0.0 0.0 0.0
C 0.1 0.0 0.0
C 0.0 0.0 0.0
C 0.0 0.1 -0.1
C 0.2 -0.1 -0.4
C 0.0 0.0 -0.1
C 0.0 0.0 0.0
C 0.0 0.0 0.0
C 0.0 0.0 0.0
C 0.0 0.0 -0.3
H 0.0 0.0 0.0
H 0.0 0.0 0.0
H 0.0 0.0 0.0
H 0.0 0.0 0.0
H 0.0 0.0 0.0
H 0.0 0.0 0.0
H 0.0 0.0 0.0
H 0.1 0.0 0.0
H 0.0 0.0 0.0
H 0.0 0.0 0.0
H 0.0 0.0 0.0
H 0.0 0.0 0.0
H 0.0 0.0 -0.1
H 0.0 0.1 0.1
H 0.0 0.0 0.0
H 0.0 0.0 0.0
H 0.0 0.0 0.0
H 0.0 0.0 0.0
H 0.0 0.0 0.1
H 0.0 0.0 0.0
H 0.0 0.0 0.0
H 0.0 0.0 0.0
H -0.1 0.0 0.0
H 0.0 0.0 0.0
H 0.0 0.0 0.0
H 0.0 0.0 0.0
H 0.0 0.0 0.0
H 0.2 -0.1 0.0
Cl 0.0 0.0 0.0
C 0.0 0.0 0.0
C 0.0 0.0 0.0
Cl 0.0 0.0 0.0
C 0.0 0.0 0.0
Cl -0.1 0.1 0.2
C 0.1 0.3 0.2
O 0.5 0.6 0.6
C 0.1 0.0 0.0
Cl 0.2 0.2 0.2
C -0.1 0.0 0.0
Cl 0.0 0.0 0.0
C 0.3 0.3 0.1
Si -0.4 -0.2 -0.3
C 0.3 -0.1 0.1
N 0.0 -0.1 -0.3
C 0.2 0.0 0.1
C 0.0 0.0 -0.1
C 0.0 0.0 0.1
C 0.0 0.0 0.0
C -0.2 0.0 0.2
C 0.0 0.0 0.0
C 0.0 0.0 0.0
C 0.0 0.0 0.0
C 0.0 0.0 0.0
C 0.0 0.0 0.0
C 0.1 -0.1 0.0
C 0.0 0.0 0.0
C -0.3 -0.5 -0.3
C -0.1 0.0 -0.1
C 0.0 0.1 0.0
C 0.0 -0.1 0.0
C 0.0 0.1 0.1
H 0.1 0.1 0.1
H -0.1 0.1 0.1
H -0.1 0.1 0.1
H -0.1 0.0 -0.2
H 0.0 0.0 0.1
H -0.4 0.0 0.1
H 0.0 0.0 0.0
H 0.0 0.0 0.0
H 0.0 0.0 0.0
H 0.0 0.0 0.0
H 0.0 0.0 0.0
H 0.0 0.0 0.0
H 0.0 -0.2 0.2
H 0.1 -0.1 -0.1
H 0.0 0.0 0.0
H 0.0 0.0 0.0
H 0.0 0.0 0.0
H 0.0 0.0 0.0
H 0.0 0.0 0.0
H -0.1 -0.1 -0.3
H 0.0 0.0 0.0
H 0.0 0.0 0.0
H 0.0 0.0 0.0
H 0.0 0.0 0.0

These are the Mulliken partial charges, in e, on atoms 1 to 99: -1.18 -2.03 1.52 1.53 -0.44 -1.21 -0.29 0.40 0.38 -1.38 -1.04 1.19 0.00 -0.31 -0.89 -1.55 -0.88 1.49 0.43 0.36 0.41 -1.04 -0.55 0.22 0.37 0.32 -0.82 0.61 0.12 0.41 0.49 0.27 0.52 0.49 0.26 -1.92 1.40 -1.94 0.28 0.42 -0.27 -0.30 -0.41 1.04 1.34 -0.80 -1.18 -0.84 -0.41 0.59 1.62 -0.56 -0.59 -0.87 -1.10 -0.51 0.13 1.71 0.70 0.08 -0.80 -0.62 -1.07 0.58 1.15 -0.35 -0.83 -0.95 -0.53 -0.68 0.37 0.40 0.29 0.46 0.14 0.52 -0.44 0.03 0.51 0.48 0.40 0.46 -0.73 0.27 0.47 0.37 0.44 0.71 0.21 0.40 0.39 0.40 0.03 0.33 0.40 0.34 0.47 0.28 -0.24